42
Properties=species:S:1:pos:R:3 method="wB97M-V/def2-TZVPD" multiplicity=1 smiles="CSc1ccccc1C(=O)N1CCN(c2cccc(Cl)c2)CC1" e_lumo_ev=0.663 relative_energy_kj_mol=0.00 orbital_gap_ev=8.65 molar_mass_g_mol=346.9
C 2.86540 2.84883 -1.12390
S 1.75975 2.51093 -2.52875
C 1.48966 0.75552 -2.41059
C 1.56719 0.02144 -3.58802
C 1.35007 -1.34339 -3.57638
C 1.07387 -1.99058 -2.38274
C 0.99171 -1.26318 -1.20932
C 1.16971 0.11564 -1.21452
C 1.03570 0.81483 0.10272
O 1.84046 0.65153 0.99988
N -0.04143 1.63420 0.23136
C -1.15708 1.65885 -0.68317
C -2.18884 0.58400 -0.25370
N -2.02423 0.27445 1.15296
C -1.48266 -0.94388 1.53219
C -1.86180 -2.11461 0.86150
C -1.35973 -3.34343 1.23733
C -0.48239 -3.46268 2.30202
C -0.13072 -2.31150 2.98450
Cl 0.95001 -2.41750 4.33041
C -0.61064 -1.06818 2.61740
C -1.77241 1.46943 1.92567
C -0.40680 2.09696 1.55477
H 2.29271 3.12309 -0.24369
H 3.49733 3.67726 -1.43000
H 3.46798 1.96922 -0.92665
H 1.80317 0.53678 -4.50630
H 1.41278 -1.90298 -4.49746
H 0.92268 -3.05894 -2.36303
H 0.77499 -1.75516 -0.27228
H -0.82376 1.48070 -1.70382
H -1.59455 2.66043 -0.63687
H -3.20668 0.94985 -0.43377
H -2.03195 -0.31642 -0.84515
H -2.57178 -2.06789 0.05057
H -1.66434 -4.22758 0.69750
H -0.08825 -4.42038 2.59917
H -0.27667 -0.21041 3.17482
H -2.58033 2.17051 1.69171
H -1.82786 1.24111 2.98929
H 0.38816 1.78274 2.23368
H -0.46842 3.19040 1.56065


113
Properties=species:S:1:pos:R:3 method="wB97M-V/def2-TZVPD" total_charge=+1 multiplicity=1 e_lumo_ev=-2.659 relative_energy_kj_mol=0.00 orbital_gap_ev=8.84 molar_mass_g_mol=1236.8
C -0.87494 -1.05573 -0.94736
C -1.14120 0.44302 -1.35745
F 0.05339 0.89179 -1.94683
C -2.24395 0.59341 -2.44198
C -3.72439 0.53604 -1.91022
C -3.90032 0.17702 -0.40266
O -5.23799 0.55076 -0.03445
C -6.20947 -0.17592 -0.77409
C -5.94591 -0.27887 -2.31719
N -4.50115 -0.52657 -2.65591
H -1.40703 -1.25513 0.00314
H 0.22219 -1.16597 -0.87538
H -1.23501 -1.67833 -1.79378
H -1.28957 1.09947 -0.47496
H -2.10901 -0.20292 -3.21097
H -2.11217 1.55987 -2.97717
H -4.26866 1.48430 -2.10793
H -3.72458 -0.92137 -0.25205
H -3.24386 0.75769 0.27223
H -6.40829 -1.20050 -0.38774
H -7.16344 0.38728 -0.66443
H -6.55904 -1.08108 -2.78772
H -6.22635 0.65264 -2.86182
H -4.23631 -1.42532 -2.22320
H -4.31169 -0.51149 -3.66043
Cl -0.99435 2.75543 -5.29478
C -0.31887 3.87596 -4.08240
C -0.97846 5.23507 -4.12973
Cl -0.57513 6.12609 -5.61749
H 0.75406 3.94613 -4.25080
H -0.48060 3.42002 -3.10484
H -0.63112 5.84242 -3.29344
H -2.06300 5.15707 -4.06763
Cl -3.41296 -3.95681 -0.76066
C -1.71347 -4.33527 -0.36489
C -1.56430 -5.71866 0.22154
Cl -2.28771 -5.83800 1.84399
H -1.34641 -3.57045 0.31677
H -1.14800 -4.26402 -1.29491
H -0.50698 -5.96113 0.32572
H -2.02692 -6.47385 -0.41208
Cl -2.55830 -9.44490 6.47210
C -4.01240 -9.03002 5.53083
C -3.72402 -7.99897 4.46364
Cl -3.34740 -6.40088 5.15649
H -4.77643 -8.68527 6.22561
H -4.36362 -9.95225 5.06810
H -4.60058 -7.87066 3.82827
H -2.88750 -8.29921 3.83422
Cl 0.75219 -1.71133 -4.29261
C 2.44731 -2.08441 -3.87719
C 2.59130 -3.47343 -3.29657
Cl 1.84421 -3.60538 -1.68166
H 2.79749 -1.32370 -3.19301
H 3.02434 -2.00566 -4.79878
H 3.64393 -3.71731 -3.17766
H 2.13756 -4.22496 -3.94081
Cl 5.15710 -1.55608 -2.71608
C 5.71658 -1.00979 -1.11273
C 5.12430 0.32707 -0.72974
Cl 5.75290 1.65323 -1.73751
H 6.80436 -0.97635 -1.12895
H 5.40913 -1.76957 -0.39423
H 5.38381 0.56178 0.30223
H 4.03848 0.32289 -0.81697
Cl 1.64844 11.55998 -3.35247
C 2.22300 10.26073 -4.42775
C 1.38902 9.00687 -4.30101
Cl 1.60886 8.21214 -2.72095
H 3.26967 10.06942 -4.19652
H 2.16235 10.64157 -5.44693
H 1.68602 8.28500 -5.06100
H 0.32853 9.21669 -4.42725
Cl 4.57457 11.62630 1.32261
C 3.94379 10.46598 0.12651
C 2.62038 9.87340 0.54945
Cl 2.78567 8.79197 1.95698
H 4.69728 9.69441 -0.02428
H 3.82065 11.01113 -0.80956
H 2.21121 9.27566 -0.26296
H 1.89843 10.64790 0.80264
Cl 1.86175 -11.29954 8.29290
C 1.98994 -9.78509 7.36480
C 1.23738 -9.85320 6.05588
Cl 1.99707 -10.97704 4.90028
H 3.04640 -9.57366 7.20768
H 1.57195 -8.99484 7.98849
H 1.22950 -8.87126 5.58287
H 0.20567 -10.16850 6.20363
Cl -3.12434 -3.45277 -4.26787
C -2.49723 -4.77433 -5.29082
C -3.29446 -6.04653 -5.12460
Cl -3.06655 -6.77188 -3.51395
H -1.44809 -4.92253 -5.04123
H -2.55652 -4.43119 -6.32326
H -2.96502 -6.78428 -5.85552
H -4.35953 -5.87358 -5.26945
Cl 9.70563 9.60951 4.36942
C 9.09739 11.08685 3.58117
C 8.25272 10.77888 2.36634
Cl 9.21798 10.10241 1.02976
H 9.95291 11.70962 3.32527
H 8.49781 11.61673 4.32117
H 7.79437 11.69436 1.99325
H 7.45897 10.07159 2.60018
Cl -4.01968 -4.71965 8.82429
C -3.17449 -3.17326 8.57027
C -3.31312 -2.67681 7.14961
Cl -2.42631 -3.70144 5.99245
H -2.13001 -3.30988 8.84531
H -3.61770 -2.45246 9.25731
H -2.89816 -1.67221 7.06726
H -4.35596 -2.64212 6.83868


56
Properties=species:S:1:pos:R:3 method="wB97M-V/def2-TZVPD" multiplicity=1 smiles="C[C@H](c1ccon1)N(C)C(=O)c1ccc(OC2CCN(C(=O)C3CC3)CC2)cc1" e_lumo_ev=0.515 relative_energy_kj_mol=445.04 orbital_gap_ev=9.21 molar_mass_g_mol=397.5
C -1.63618 6.09415 2.28496
C -0.17133 5.68288 2.16917
C 0.60695 6.62558 1.30463
C 1.90431 7.14535 1.55307
C 2.16636 7.88700 0.44290
O 1.13071 7.82313 -0.39879
N 0.17162 7.03794 0.14034
N -0.03033 4.32662 1.64575
C -0.69698 4.03115 0.40012
C 0.87662 3.50980 2.23813
O 1.57982 3.87986 3.16358
C 0.95253 2.10922 1.72682
C -0.15714 1.27580 1.72134
C -0.05288 -0.04746 1.32943
C 1.17698 -0.56136 0.93078
O 1.41536 -1.83776 0.53225
C 0.36657 -2.79196 0.48350
C -0.49416 -2.59396 -0.77582
C -1.15351 -3.89859 -1.21076
N -0.14977 -4.88716 -1.54382
C -0.38139 -5.99229 -2.29618
O 0.51454 -6.76400 -2.58708
C -1.79484 -6.19044 -2.75194
C -2.09932 -5.94339 -4.20855
C -2.06427 -7.33790 -3.68069
C 1.16805 -4.69238 -0.96749
C 1.03208 -4.17722 0.45802
C 2.29665 0.27503 0.94749
C 2.18738 1.58618 1.35243
H -2.07738 6.22433 1.30153
H -1.70267 7.03854 2.81864
H -2.19127 5.34152 2.83932
H 0.29468 5.66242 3.16076
H 2.51678 6.97299 2.41153
H 3.00544 8.47999 0.13876
H -0.66753 4.92051 -0.23297
H -1.74046 3.75225 0.56627
H -0.19091 3.21441 -0.11075
H -1.11604 1.65527 2.04223
H -0.93786 -0.66390 1.34942
H -0.24950 -2.70546 1.38931
H -1.26622 -1.84290 -0.60504
H 0.15155 -2.22865 -1.57615
H -1.77840 -3.70734 -2.08780
H -1.80123 -4.26363 -0.39947
H -2.55791 -5.93383 -2.02913
H -1.28447 -5.61989 -4.83827
H -3.05258 -5.50111 -4.45894
H -1.21477 -7.95132 -3.93804
H -2.99193 -7.87750 -3.56878
H 1.75177 -3.98683 -1.56893
H 1.67427 -5.65976 -0.99330
H 0.43950 -4.88347 1.04057
H 2.01716 -4.09331 0.91595
H 3.24628 -0.13881 0.64755
H 3.05928 2.22165 1.38215


99
Properties=species:S:1:pos:R:3 method="wB97M-V/def2-TZVPD" multiplicity=3 e_lumo_ev="-1.687 / -1.004" relative_energy_kj_mol=231.43 orbital_gap_ev="5.99 / 7.15" molar_mass_g_mol=1054.6
Mo -0.82574 -0.63464 -0.64754
N 3.21625 4.16424 5.72052
C 2.45857 3.37769 4.87515
C 2.20198 3.74949 3.52809
C 1.61578 2.79070 2.69257
C 1.30376 1.54358 3.16699
C 1.42609 1.28555 4.49980
C 1.97224 2.16007 5.36484
S 0.82400 0.28242 2.03217
O 1.76254 0.17096 0.96701
O 0.61822 -0.91400 2.88408
N -0.49269 0.79013 1.30262
C -1.44809 1.33616 2.09002
N -2.27654 2.21870 1.49284
C -3.26997 2.64791 2.26754
C -3.47536 2.26487 3.58631
C -2.48858 1.42913 4.11051
N -1.46834 0.95563 3.39487
H 3.47968 5.08043 5.33398
H 3.21790 4.04161 6.72739
H 2.45352 4.71927 3.17025
H 1.47555 2.99555 1.65844
H 1.15008 0.28838 4.82542
H 2.05923 2.10017 6.43146
H -3.90122 3.36647 1.81050
H -4.25168 2.62528 4.22253
H -2.43554 1.13888 5.19046
C -4.01894 2.47785 -3.94214
C -2.99662 2.44085 -2.80657
C -3.29705 3.46988 -1.70499
O -1.69889 2.67309 -3.37168
C -2.94863 1.12468 -2.14113
O -3.86469 0.34865 -2.24001
O -1.86903 0.90198 -1.40019
H -4.11585 3.56266 -4.20042
H -4.98967 2.08397 -3.65244
H -3.55595 1.91684 -4.75283
H -3.40575 4.49455 -2.12020
H -2.40143 3.37780 -1.03963
H -4.17311 3.24783 -1.11869
H -1.07821 2.47293 -2.65719
C -3.95625 -0.47931 0.83842
C -3.18013 -1.66343 1.31405
C -3.80476 -2.60518 2.20642
C -3.06535 -3.66706 2.65490
C -1.72855 -3.84022 2.14368
C -0.94270 -5.02605 2.35048
Br -1.61428 -6.45337 3.43424
C 0.21424 -5.20000 1.64405
C 0.72204 -4.20075 0.78883
Br 2.43534 -4.58034 0.04125
C 0.04580 -3.03446 0.58437
O 0.37420 -2.06602 -0.30757
C -1.22055 -2.87111 1.27299
N -1.94807 -1.78756 0.84517
H -4.36432 -0.00634 1.72199
H -4.79150 -0.76709 0.25577
H -3.29009 0.23648 0.31238
H -4.79568 -2.41174 2.56337
H -3.52203 -4.43305 3.29121
H 0.69564 -6.16765 1.76339
C 1.98945 -1.27866 -2.94699
C 1.66638 0.13036 -2.58402
N 0.74190 0.53916 -1.77560
C 0.95602 1.87112 -1.48934
C 2.09655 2.26598 -2.09958
N 2.56984 1.13872 -2.79970
C 3.85230 1.02486 -3.49986
N 4.76652 0.10987 -2.79604
N 5.60773 -0.64684 -3.59081
N 6.31417 -1.39666 -2.86167
C 5.95871 -1.22112 -1.55123
C 6.47376 -1.81474 -0.38995
C 5.91602 -1.46265 0.81941
C 4.89164 -0.46129 0.89042
C 4.37892 0.12639 -0.23701
C 4.93666 -0.26087 -1.45728
H 1.06593 -1.81296 -2.91002
H 2.54206 -1.70326 -2.11619
H 2.44880 -1.39654 -3.93765
H 0.31769 2.44145 -0.86735
H 2.65995 3.17939 -2.10417
H 4.25933 2.05047 -3.60571
H 3.76921 0.54213 -4.48811
H 7.20102 -2.58509 -0.47856
H 6.31102 -1.87365 1.73510
H 4.51372 -0.18400 1.84632
H 3.64798 0.90918 -0.08162
C -2.67100 -3.11270 -4.55827
C -2.08058 -1.84032 -4.71410
C -1.60187 -1.17644 -3.57814
C -1.60064 -1.73630 -2.28376
C -2.20572 -3.00714 -2.25000
C -2.77047 -3.64241 -3.33227
H -3.04186 -3.69363 -5.40086
H -1.98913 -1.38732 -5.67588
H -1.24411 -0.14838 -3.64426
H -2.27458 -3.39535 -1.25797
H -3.12413 -4.63468 -3.19733